Computed, not measured: C4H8AsCsF6O2S as an isolated structure, with ωB97M-V/def2-TZVPD.

Geometry as XYZ:
```
23
Properties=species:S:1:pos:R:3:forces:R:3
Cs -16.4704 11.3004 -13.8140 0.033 -0.229 -0.144
As -14.3186 5.8028 -18.6493 -1.522 -0.659 -0.454
F -15.7594 6.5715 -17.8365 1.295 -0.191 -0.719
F -15.5085 4.8674 -19.6435 1.366 0.865 0.605
F -12.9003 4.9946 -19.4511 -1.663 1.053 1.210
F -13.2799 6.7903 -17.5641 -0.676 -1.006 -1.113
F -14.5087 4.4966 -17.4517 0.888 0.978 -0.658
F -14.3315 7.0594 -19.9211 0.260 -0.860 1.291
C -18.4325 3.4318 -8.1384 -2.073 0.192 1.115
C -18.0714 2.5687 -9.2934 0.477 -0.641 -1.597
C -18.4702 3.2532 -10.6106 -1.206 0.012 0.566
S -19.6755 4.5639 -10.1319 0.644 -0.026 -3.539
O -20.8339 4.4645 -11.0518 1.228 0.116 2.227
O -18.9016 5.8123 -10.1927 -0.984 -0.802 1.045
C -19.8759 3.9327 -8.4483 -0.097 1.330 -0.576
H -17.7698 4.2773 -7.9535 -0.028 -0.172 0.082
H -18.6241 2.8113 -7.2630 0.832 0.169 0.364
H -18.6806 1.6650 -9.2748 0.130 -0.131 0.373
H -17.0328 2.2447 -9.3602 0.031 0.125 0.375
H -19.0956 2.5389 -11.1459 0.370 0.274 -0.594
H -17.6793 3.7053 -11.2092 -0.201 -0.048 0.095
H -20.6853 3.2028 -8.4587 0.411 -0.471 -0.204
H -20.2884 4.7593 -7.8698 0.484 0.120 0.250
```
Positions in Å, forces in eV/Å.

Summary:
**Total energy**: -96900.646 eV
**Energy above the lowest of the compared OMol25 structures with the same formula, charge and spin**: 3.802 eV
**Frontier orbital gap**: 8.217 eV
**M**: 441.99 g/mol

Computed, not measured: C4H5N2P as an isolated structure, with ωB97M-V/def2-TZVPD.

Geometry as XYZ:
```
12
Properties=species:S:1:pos:R:3:forces:R:3
C -1.0074 -0.3032 -2.5133 0.709 1.517 1.460
C 0.2743 0.4350 -0.0931 1.421 0.853 -0.689
C -0.5758 -0.7133 0.4689 0.148 1.769 1.466
C -0.7299 1.3045 -0.8137 -1.785 -0.216 1.397
N -1.4981 -1.0035 -3.2653 -1.013 -1.581 -1.670
N -1.9537 1.3262 -0.3292 1.524 1.140 -2.474
P -2.1856 0.1799 0.7662 -1.276 -2.581 2.772
H 0.8452 1.2296 0.5251 -0.920 -1.706 -0.039
H 1.0364 -0.0758 -0.7093 -0.201 0.921 -0.120
H -0.6780 -1.3941 -0.3677 0.074 -0.842 0.543
H -0.1978 -1.0179 1.4672 -0.204 -0.662 -0.978
H -0.6508 2.0833 -1.4863 1.523 1.388 -1.669
```
Positions in Å, forces in eV/Å.

Summary:
**Total energy**: -16491.626 eV
**Energy above the lowest of the compared OMol25 structures with the same formula, charge and spin**: 1.848 eV
**Frontier orbital gap (alpha / beta)**: 8.400 / 5.408 eV
**M**: 112.07 g/mol
**Multiplicity**: 3
**Expectation value of S²**: 2.012

Computed, not measured: a single C6H9NO2 molecule, with ωB97M-V/def2-TZVPD.

Geometry as XYZ:
```
18
Properties=species:S:1:pos:R:3:forces:R:3
C 0.3385 2.1888 0.8490 -0.833 -0.099 -2.528
C -0.3157 1.9386 -0.5921 0.589 0.296 1.454
C 0.1649 0.9755 -1.2959 2.555 -1.883 1.309
C 1.0928 0.0157 -1.2074 -3.955 -1.700 -0.623
C 0.8699 -1.4437 -0.7775 2.417 -0.445 -0.310
C -0.1313 -1.8687 0.1902 -2.562 2.656 0.511
O 0.0054 -2.7863 0.9366 0.314 -1.858 1.522
N -1.3105 -1.1460 0.1782 0.729 2.745 -2.031
O -2.1817 -1.1788 1.2228 -1.459 0.353 0.066
H 1.4439 2.3683 0.6846 -1.500 0.015 0.705
H 0.0844 1.3489 1.4767 0.566 -0.709 -0.001
H -0.2926 2.9380 1.2786 0.522 1.274 0.437
H -1.1203 2.4484 -1.0278 -1.168 1.355 0.146
H 1.9335 0.1000 -1.7695 2.724 0.504 -1.384
H 1.8515 -1.7183 -0.2876 -0.940 0.078 -0.462
H 0.7320 -2.2653 -1.5210 0.477 1.125 -0.487
H -1.3634 -0.1323 -0.1614 0.770 -2.232 0.229
H -1.8011 -1.7830 1.8235 0.753 -1.475 1.447
```
Positions in Å, forces in eV/Å.

Summary:
**Total energy**: -11948.413 eV
**Energy above the lowest of the compared OMol25 structures with the same formula, charge and spin**: 4.906 eV
**Frontier orbital gap**: 9.576 eV
**SMILES**: CC=C=CCC(=O)NO
**M**: 127.14 g/mol

Computed, not measured: a 9-piece molecular cluster, C22H59F2N2O27S9 overall, with ωB97M-V/def2-TZVPD.

Geometry as XYZ:
```
121
Properties=species:S:1:pos:R:3:forces:R:3
N -0.6771 0.4264 -1.7641 1.656 -0.589 -7.982
S -0.5176 -0.0253 -0.4049 -0.875 -2.205 12.804
O 0.7541 0.2110 0.2985 -1.737 -0.875 -1.526
O -1.3180 -1.2331 -0.0423 2.270 2.173 -0.961
F -1.3905 1.1364 0.2510 -0.445 0.386 0.125
S 0.1625 -0.8196 -2.5018 1.512 -1.267 -2.893
O -0.6626 -1.8837 -3.0086 0.177 1.225 0.412
O 1.4535 -1.2357 -1.9435 -2.383 1.501 -0.972
F 0.5217 0.0402 -3.8646 -0.079 -0.433 1.087
C 3.2620 0.2678 -5.9791 -0.437 0.899 -1.223
N 3.8957 -0.4264 -4.8407 -0.746 -0.196 -1.562
O 3.9543 -1.6136 -4.8872 0.009 -2.219 -0.407
O 4.2848 0.2199 -3.9315 0.801 2.005 1.780
H 3.9472 0.9549 -6.4758 0.327 0.138 0.676
H 2.4198 0.8399 -5.5899 0.087 -0.132 0.020
H 2.9615 -0.3809 -6.8019 -0.162 -0.552 0.657
O -5.8118 1.5649 -4.3483 1.629 0.663 2.079
S -4.7692 1.8904 -3.3672 -0.209 -0.564 0.074
O -4.5923 3.2344 -2.8261 -0.221 -1.483 -0.970
O -4.9821 0.8871 -2.0503 -0.895 1.344 -3.214
C -4.0671 1.0293 -0.9993 0.519 -1.056 2.046
C -4.8333 1.2311 0.3226 -0.208 1.064 -0.587
C -3.1977 1.2130 -4.0500 -0.766 -0.426 0.628
H -3.2894 1.7689 -1.1900 -0.243 0.084 0.047
H -3.6068 0.0459 -0.9040 0.453 0.065 -0.168
H -5.1163 2.2754 0.4542 0.180 0.249 -0.016
H -4.2646 0.9346 1.2040 0.001 -0.239 -0.214
H -5.8019 0.7360 0.2537 0.244 -0.504 0.131
H -3.4130 0.1456 -4.0987 -0.036 -0.032 -0.105
H -2.3675 1.3155 -3.3512 -0.146 0.369 -0.014
H -2.9635 1.5593 -5.0566 -0.292 0.386 0.258
O -1.8346 2.9265 8.0661 -0.087 -0.120 -0.583
S -2.3485 3.7140 6.9874 0.562 1.063 -1.307
O -2.0442 5.1423 7.0004 -1.100 -1.712 -0.237
O -1.7373 3.1029 5.5734 0.185 -0.796 3.523
C -2.1232 3.6003 4.3322 0.597 0.950 -0.922
C -1.0532 3.2060 3.2843 -1.028 0.157 0.166
C -4.0976 3.2737 6.7425 0.126 0.524 0.392
H -2.0652 4.6877 4.3789 -0.351 0.212 0.049
H -3.1578 3.2941 4.1776 0.090 -0.125 -0.726
H -1.1667 2.2158 2.8428 -0.057 0.017 0.149
H -0.0569 3.2995 3.7164 -0.114 0.050 0.050
H -1.1563 3.9563 2.5003 0.243 -0.209 -0.245
H -4.7570 3.5408 7.5683 0.612 0.208 0.425
H -4.1190 2.1857 6.6787 0.113 0.084 -0.437
H -4.5101 3.8307 5.9013 0.317 -0.381 -0.291
O -2.7443 -0.4300 7.6163 2.271 -0.503 -1.456
S -1.4370 -0.8747 7.1080 0.221 -0.857 0.211
O -1.1096 -2.3323 7.2122 -0.582 3.763 -0.412
O -1.2168 -0.3432 5.4940 -1.568 -1.092 4.319
C -0.0120 -0.7784 4.9387 0.595 0.348 -2.975
C -0.4244 -1.0485 3.4751 1.279 -0.497 0.281
C -0.0712 0.1766 7.8126 -0.384 -0.702 -0.605
H 0.5678 -1.6192 5.3194 -0.947 -0.421 0.650
H 0.7287 0.0211 4.9227 -0.201 0.587 0.265
H -1.3101 -0.5191 3.1238 0.213 0.276 0.323
H -0.6159 -2.1144 3.3519 0.082 0.027 -0.221
H 0.4549 -0.7286 2.9159 -0.263 -0.343 -0.738
H 0.8047 -0.0492 7.2043 0.008 -0.331 0.216
H 0.1081 -0.0651 8.8602 -0.220 -0.045 -0.156
H -0.2720 1.2347 7.6448 -0.571 -0.211 0.192
O 2.1678 5.0139 -1.0455 -3.334 -2.071 1.181
S 0.9500 4.1672 -0.8241 0.927 0.503 0.282
O 0.7024 3.3751 0.4294 0.622 2.584 -3.377
O -0.3677 5.1532 -1.2196 2.523 -1.039 0.923
C -1.6387 4.6041 -0.9337 -0.817 -0.932 1.155
C -2.6002 5.5139 -1.5939 -0.719 1.323 -0.758
C 0.8118 3.1255 -2.2796 0.060 0.138 -0.268
H -1.7975 4.5093 0.1405 0.122 0.467 0.238
H -1.7418 3.5629 -1.2393 0.168 -0.084 -0.575
H -2.3313 6.5426 -1.3537 0.253 0.091 0.014
H -3.6578 5.4774 -1.3328 0.135 -0.769 0.193
H -2.5270 5.4226 -2.6776 -0.068 -0.047 -0.027
H -0.2221 2.8169 -2.4342 0.237 -0.294 0.429
H 1.5091 2.2891 -2.2308 -0.237 -0.032 0.268
H 1.0620 3.7287 -3.1524 0.228 0.293 0.303
O 2.1608 -4.2048 4.4084 0.153 -2.457 -0.472
S 2.0959 -5.5871 3.9002 -0.090 2.154 -1.148
O 0.9940 -6.4383 4.2449 0.888 0.255 -0.221
O 2.0534 -5.4508 2.2323 -0.400 -1.797 3.151
C 2.7904 -4.4105 1.6337 -0.484 1.061 -0.494
C 1.7876 -3.5538 0.8552 0.816 -0.078 -0.425
C 3.6961 -6.4266 4.2240 -0.433 0.695 -0.067
H 3.5170 -4.9129 0.9952 0.151 0.366 -0.140
H 3.2761 -3.7977 2.3930 0.166 -0.082 -0.047
H 1.3746 -4.1246 0.0236 -0.097 -0.009 0.052
H 2.3375 -2.7180 0.4226 -0.123 0.175 -0.084
H 0.9680 -3.1625 1.4578 0.195 -0.117 0.181
H 3.7665 -6.6773 5.2824 -0.453 -0.157 -0.078
H 4.4935 -5.7022 4.0586 -0.155 0.038 -0.364
H 3.7991 -7.2977 3.5769 -0.170 0.117 0.119
O 1.3434 -4.4224 -7.7703 -1.474 3.204 -0.419
S 0.6276 -3.1102 -7.7278 -0.305 -2.684 1.380
O 1.0889 -1.9337 -8.4202 0.018 -0.819 -0.024
O -0.9593 -3.4027 -8.1571 1.238 0.435 0.908
C -1.2521 -4.0999 -9.3752 -0.028 -0.473 -0.635
C -2.6559 -4.6809 -9.3208 -0.263 0.310 0.581
C 0.3884 -2.6520 -5.9390 -0.173 0.101 -1.133
H -0.5239 -4.8946 -9.5369 0.181 0.133 -0.009
H -1.2349 -3.3854 -10.1982 0.329 0.040 -0.040
H -3.0187 -5.0455 -10.2818 0.366 0.146 -0.187
H -3.3201 -3.8725 -9.0149 -0.209 -0.092 0.056
H -2.7738 -5.5088 -8.6217 0.220 0.116 0.159
H 1.2304 -3.0441 -5.3686 -0.020 -0.078 -0.270
H -0.5597 -3.0145 -5.5419 0.162 -0.183 -0.255
H 0.3871 -1.5622 -5.9145 0.020 -0.118 -0.028
O 6.3023 1.9580 -0.2072 -2.229 -2.803 1.519
S 5.3840 0.8588 0.2177 0.872 -0.514 -0.368
O 5.8239 -0.5724 0.1897 -0.793 3.506 0.188
O 4.8882 1.2309 1.8066 1.027 0.455 -2.184
C 3.8200 0.5399 2.4335 -0.523 -1.925 0.656
C 4.2807 -0.8785 2.9063 0.037 0.519 -0.909
C 3.8110 0.9512 -0.7573 0.948 0.554 1.415
H 2.9226 0.4794 1.8178 0.099 -0.063 -0.416
H 3.4812 1.1127 3.2968 0.539 0.397 -0.013
H 4.3976 -1.5260 2.0373 0.027 0.055 -0.093
H 3.6011 -1.4066 3.5751 -0.124 0.413 0.210
H 5.2788 -0.7824 3.3336 -0.112 -0.032 0.280
H 3.3137 1.8721 -0.4526 0.018 0.000 0.202
H 3.2362 0.0914 -0.4134 -0.058 0.014 -0.638
H 4.0640 1.0479 -1.8131 0.118 -0.616 0.212
```
Positions in Å, forces in eV/Å.

Summary:
**Total energy**: -184977.801 eV
**Frontier orbital gap**: 10.035 eV
**M**: 1110.30 g/mol
**Charge**: -1

Computed, not measured: a single C2H8N2O4 molecule, with ωB97M-V/def2-TZVPD.

Geometry as XYZ:
```
16
Properties=species:S:1:pos:R:3:forces:R:3
N -1.0791 -1.5341 -1.0687 1.023 -1.680 -0.574
N -1.3529 -0.3282 -0.4742 2.735 2.029 3.380
C -0.0990 -0.0449 0.6201 -5.469 3.036 -1.552
O -0.6636 0.8449 1.5560 0.085 -2.744 1.219
C 1.0980 0.6376 0.0815 1.243 0.360 -0.503
O 1.2852 0.2612 -1.2763 0.100 -0.899 1.354
O 0.8838 1.9693 0.1257 -0.569 2.167 -0.507
O 2.1697 0.4390 0.9999 -0.143 -0.024 -1.586
H -0.0678 -1.5242 -1.3073 -0.821 -0.709 -0.122
H -1.2357 -2.2228 -0.3077 0.174 0.284 -1.043
H -1.1598 0.4455 -1.0943 -0.353 -0.149 -0.819
H 0.0924 -0.9892 0.9840 0.378 -1.953 1.226
H -0.6481 1.7033 1.1792 0.123 1.244 -0.487
H 2.0634 0.7234 -1.5566 0.830 0.263 -0.587
H 1.6686 2.4939 -0.0661 0.108 -0.247 0.097
H 2.1292 -0.4903 1.1754 0.557 -0.977 0.503
```
Positions in Å, forces in eV/Å.

Summary:
**Total energy**: -13371.533 eV
**Energy above the lowest of the compared OMol25 structures with the same formula, charge and spin**: 4.204 eV
**Frontier orbital gap**: 8.971 eV
**SMILES**: NN[C@H](O)C(O)(O)O
**M**: 124.10 g/mol

Computed, not measured: C23H16Cl3CuO7 as an isolated structure, with ωB97M-V/def2-TZVPD.

Geometry as XYZ:
```
50
Properties=species:S:1:pos:R:3:forces:R:3
Cu -0.9269 0.0181 -1.3685 -0.065 0.039 0.019
O 0.6135 0.2917 -0.2761 0.761 0.033 -0.009
C 2.7593 -0.8360 0.7129 1.743 -2.148 -0.200
C 3.5275 -0.2863 1.9633 -0.124 0.745 -0.496
O 4.0961 -1.0859 2.7010 -0.059 -0.239 0.017
O 3.4370 0.9635 1.9829 0.171 -0.123 0.320
C 0.7477 -0.1623 2.4153 0.027 0.354 -0.002
C 1.0115 -0.9740 3.4875 -0.089 -0.093 0.028
C 0.7112 -0.4642 4.7469 -0.010 -0.071 -0.043
C 0.1805 0.8091 4.8757 -0.008 0.063 -0.042
C -0.0497 1.5984 3.7529 -0.003 0.011 0.082
C 0.2441 1.1171 2.4894 0.014 -0.051 -0.047
C 3.4405 -0.7446 -0.6171 0.200 0.666 0.054
C 3.2519 -1.6339 -1.6760 0.094 0.176 0.293
C 3.8921 -1.4423 -2.8913 0.047 -0.032 -0.026
C 4.7567 -0.3740 -3.0678 -0.026 -0.066 -0.059
C 4.9791 0.4978 -2.0135 0.027 0.073 0.095
C 4.3302 0.3179 -0.8027 -0.042 0.092 -0.160
H -0.2404 -1.2522 0.7461 -0.165 0.006 -0.129
H 1.4420 -1.9554 3.3293 0.060 0.020 0.023
H 0.9117 -1.0655 5.6239 0.003 0.001 0.000
H -0.0444 1.1989 5.8603 0.000 0.006 -0.001
H -0.4453 2.5996 3.8627 -0.006 -0.002 0.008
H 0.1060 1.7065 1.5945 -0.019 -0.018 0.014
H 2.6261 -2.4974 -1.5504 -0.190 -0.146 -0.172
H 3.7187 -2.1421 -3.6994 -0.004 -0.009 0.009
H 5.2597 -0.2279 -4.0160 -0.010 -0.004 -0.007
H 5.6584 1.3331 -2.1344 0.004 -0.002 0.005
H 4.4749 1.0109 0.0152 0.014 0.001 -0.003
Cl -7.6335 1.9618 -3.1884 0.001 -0.002 -0.006
C -5.9387 1.5728 -3.0408 0.004 -0.004 -0.035
C -5.1806 1.3399 -4.2019 -0.038 0.010 0.022
C -3.8528 1.0343 -4.1139 0.034 -0.010 0.023
C -3.1890 0.9313 -2.8568 -0.020 0.098 -0.009
O -1.9351 0.6614 -2.8385 0.050 -0.172 -0.010
C -3.9773 1.1794 -1.6971 -0.068 -0.005 -0.017
C -3.4294 1.1718 -0.3713 -0.026 -0.010 0.058
O -2.2811 0.8886 -0.0331 0.098 0.082 -0.036
C -5.3470 1.4989 -1.8165 0.031 0.000 0.015
H -5.6632 1.4049 -5.1686 -0.004 0.000 0.002
H -3.2609 0.8518 -5.0005 0.002 -0.003 0.002
H -4.1326 1.4637 0.4263 -0.001 -0.001 0.007
H -5.9245 1.6881 -0.9194 0.003 -0.002 0.003
Cl 1.0818 -0.8324 0.7591 -4.683 1.707 0.603
C 1.7801 -2.2212 0.9249 2.594 -0.311 -0.473
Cl -0.9422 -2.1971 -1.6341 0.061 -0.025 -0.090
C -2.1151 -2.0001 2.9207 -0.106 -0.077 -0.021
O -1.8112 -3.1146 2.8418 0.106 -0.033 0.015
O -2.4574 -0.8973 3.0090 -0.018 0.125 -0.003
H 1.7400 -2.7045 -0.0473 -0.365 -0.648 0.378
```
Positions in Å, forces in eV/Å.

Summary:
**Total energy**: -120641.814 eV
**Frontier orbital gap (alpha / beta)**: 7.032 / 6.472 eV
**M**: 574.28 g/mol
**Multiplicity**: 2
**Charge**: -1
**Expectation value of S²**: 0.753

Computed, not measured: a 2-piece molecular cluster, C5H11N overall, with ωB97M-V/def2-TZVPD.

Geometry as XYZ:
```
17
Properties=species:S:1:pos:R:3:forces:R:3
C -1.4370 0.5133 1.6195 -0.084 0.032 -0.154
C -1.2005 -0.6935 1.1286 0.100 -0.050 0.081
C -1.9219 -1.3067 -0.0282 0.252 -0.016 -0.086
H -0.9327 0.8841 2.5005 0.123 0.047 -0.034
H -2.1506 1.1724 1.1379 -0.118 0.000 0.120
H -0.4253 -1.3008 1.5868 -0.076 -0.069 0.074
H -1.2203 -1.6097 -0.8104 -0.015 0.079 -0.014
H -2.6500 -0.6165 -0.4484 -0.066 0.006 -0.054
H -2.4318 -2.2198 0.2790 -0.102 -0.009 0.056
C 1.9566 1.0112 0.3659 0.050 0.046 -0.150
N 2.2256 0.0950 -0.4518 -0.369 -0.230 -0.019
C 1.7328 0.2807 -1.8140 0.164 0.119 -0.146
H 2.1968 0.8712 1.4154 0.148 0.136 0.023
H 1.4784 1.9476 0.0541 -0.115 -0.004 0.173
H 0.6420 0.2966 -1.8379 -0.056 -0.046 0.135
H 2.0774 1.2202 -2.2589 0.069 -0.040 0.047
H 2.0605 -0.5453 -2.4381 0.093 -0.003 -0.054
```
Positions in Å, forces in eV/Å.

Summary:
**Total energy**: -6851.721 eV
**Energy above the lowest of the compared OMol25 structures with the same formula, charge and spin**: 1.808 eV
**Frontier orbital gap**: 10.709 eV
**SMILES**: C=CC.C=NC
**M**: 85.15 g/mol

Computed, not measured: a single C5H8O molecule, with ωB97M-V/def2-TZVPD.

Geometry as XYZ:
```
14
Properties=species:S:1:pos:R:3:forces:R:3
C 1.7978 -0.4447 0.2277 0.121 -0.096 0.063
C 0.6376 0.2171 -0.4995 -0.079 0.195 0.098
C -0.2082 1.0673 0.4151 -0.124 -0.102 0.029
C -1.4458 0.5914 0.4833 0.294 0.051 -0.093
C -1.5666 -0.5991 -0.4316 -0.219 0.038 0.055
O -0.2750 -0.7605 -1.0078 0.047 -0.027 -0.020
H 2.4574 -0.9789 -0.4648 -0.170 0.068 0.094
H 2.3942 0.3091 0.7573 -0.086 -0.132 -0.106
H 1.3990 -1.1552 0.9564 0.098 0.064 -0.010
H 1.0383 0.8016 -1.3413 -0.155 -0.032 0.046
H 0.2046 1.9164 0.9490 -0.132 -0.081 -0.035
H -2.2649 0.9790 1.0841 0.185 -0.090 -0.149
H -2.3055 -0.4259 -1.2300 0.123 -0.055 0.129
H -1.8629 -1.5175 0.1022 0.096 0.199 -0.100
```
Positions in Å, forces in eV/Å.

Summary:
**Total energy**: -7361.242 eV
**Energy above the lowest of the compared OMol25 structures with the same formula, charge and spin**: 1.013 eV
**Frontier orbital gap**: 10.215 eV
**SMILES**: C[C@@H]1C=CCO1
**M**: 84.12 g/mol

- What is the formula in the fourth record?
  C22H59F2N2O27S9